Record 1
Molecular formula: C3H10Br2NP
Method: DFT, ωB97M-V/def2-TZVPD

XYZ file:
```
17
Properties=species:S:1:pos:R:3:forces:R:3
Br -0.5361 -0.4327 -2.4422 -0.489 0.375 1.175
Br -1.7837 1.0004 1.9105 0.919 -0.106 -0.784
P 0.9080 -1.3570 0.1976 1.689 -0.608 -0.866
N 2.4345 -2.2294 0.6628 -0.356 0.328 1.165
C -0.7078 1.1628 0.1856 -0.561 0.391 -1.402
C -1.5070 2.2558 -0.7399 -0.387 0.827 1.210
C -0.6394 -0.3544 -0.4320 -1.456 0.620 1.542
H 2.2556 -2.8120 1.5137 0.727 0.861 -0.808
H 0.0745 -2.3017 0.9087 0.439 0.539 -0.325
H 3.1576 -1.4841 0.8428 -0.845 -1.437 0.120
H -1.6050 -0.9232 -0.0208 1.898 1.313 -1.473
H 1.4874 -0.1873 0.8202 -0.809 -0.102 -0.292
H -2.2032 2.8893 -0.0055 1.617 -1.326 -1.668
H -0.7120 3.0069 -1.1572 -1.652 -1.583 0.353
H 1.2789 -1.6572 -1.1914 -0.575 0.362 1.112
H 0.3234 1.6259 0.4890 -1.928 -1.216 -0.528
H -2.2259 1.7979 -1.5419 1.768 0.761 1.470
```
Positions in Å, forces in eV/Å.

charge	0
SMILES string	C[C@@H](Br)[C@@H](Br)[PH3]N
total energy	-5664.31622	a.u.
HOMO-LUMO gap	9.47	eV
LUMO	0.341	eV
multiplicity	1
HOMO energy	-9.1	eV
ΔE to the lowest compared entry with this formula, charge and spin	38.5	kcal per mole

***

Record 2
Molecular formula: C3H10BrGaN
Method: DFT, ωB97M-V/def2-TZVPD

XYZ file:
```
16
Properties=species:S:1:pos:R:3:forces:R:3
Br -3.5148 0.0437 -1.5056 0.072 0.155 -0.145
Ga -2.5249 -0.6443 0.6054 -0.042 -0.988 1.053
N -0.6252 -0.3065 0.7338 -0.687 0.485 -0.665
C 2.2960 -0.1123 0.1249 -0.569 -0.728 -0.050
C -0.1449 0.8009 -0.0965 1.474 -0.139 0.200
C 1.2042 0.4657 -0.8319 -0.080 0.899 0.444
H 1.8498 -0.4584 1.0794 0.091 0.301 -0.487
H 0.1105 1.6610 0.5721 -0.315 -0.252 -0.367
H 1.5875 1.4325 -1.2215 -0.201 -0.467 -0.052
H -3.3856 -0.0283 1.8193 0.106 0.331 -0.313
H -2.7130 -2.2555 0.6944 0.073 0.126 -0.193
H 1.0441 -0.1823 -1.7135 -0.054 0.095 0.531
H 3.0865 0.6092 0.3906 -0.231 -0.320 -0.344
H 2.7097 -1.0304 -0.3403 0.254 0.625 0.309
H -0.1121 -1.1582 0.5411 -0.088 0.063 -0.210
H -0.8678 1.1633 -0.8518 0.197 -0.185 0.288
```
Positions in Å, forces in eV/Å.

charge	-1
total energy	-4673.92787	a.u.
HOMO-LUMO gap	7.92	eV
LUMO	3.629	eV
multiplicity	1
HOMO energy	-4.3	eV

***

Record 3
Molecular formula: C3H10Cl2Si2
Method: DFT, ωB97M-V/def2-TZVPD

XYZ file:
```
17
Properties=species:S:1:pos:R:3:forces:R:3
Cl -0.2361 -2.6782 -1.5160 0.265 1.002 0.308
Cl -1.9423 1.5892 1.6286 -1.433 0.655 -1.030
Si 0.1004 -0.6654 1.4275 0.758 0.308 2.125
Si 0.4132 -0.7221 -0.9179 1.581 0.093 -1.665
C 2.3546 -0.5499 -1.2937 -3.096 2.232 5.278
C -0.5596 0.6268 -1.8908 -2.051 -1.669 0.075
C -0.3905 1.0354 2.1563 0.208 -1.399 1.182
H -0.1198 1.6019 -1.6881 0.024 0.031 -0.318
H 1.0708 -1.0937 2.7335 -0.733 0.281 -2.272
H 2.6208 0.4486 -0.7139 -0.355 -1.721 -1.462
H -1.5926 0.6037 -1.3691 1.394 0.290 -0.995
H 0.3328 1.8367 1.9882 -0.042 -0.195 0.735
H -1.1057 -1.4141 1.7087 -0.504 -0.517 -0.062
H 2.6807 -0.5781 -2.2430 1.118 -0.089 -3.248
H 2.7217 -1.3076 -0.6413 0.860 -0.833 0.135
H -0.7497 0.3827 -3.0249 0.687 0.544 2.263
H -0.6527 0.6983 3.2170 1.321 0.986 -1.050
```
Positions in Å, forces in eV/Å.

charge	0
SMILES string	C[Si](C)(Cl)[SiH2]CCl
total energy	-1619.67516	a.u.
HOMO-LUMO gap	10.13	eV
LUMO	0.369	eV
multiplicity	1
HOMO energy	-9.8	eV
ΔE to the lowest compared entry with this formula, charge and spin	54.0	kcal per mole